(1)
Entry from the Open Molecules 2025 dataset: C3H4N2OS in the gas phase in a non-equilibrium geometry (ωB97M-V/def2-TZVPD).

Last column: Mulliken charge in e.
Atoms and positions in Å:
O1 0.57906 -1.66948 1.53277  -0.62
C1 0.32329 -0.95352 0.57382  0.52
C2 0.00535 -1.19719 -0.84853  -0.58
C3 -0.15340 0.04560 -1.42453  -0.24
N1 -0.07097 1.08436 -0.50744  -0.21
N2 0.35996 0.46911 0.69764  0.06
S1 0.13736 1.19551 2.19722  -0.12
H1 -0.02744 -2.16142 -1.33037  0.37
H2 -0.33917 0.32819 -2.43971  0.42
H3 0.41295 1.91662 -0.75286  0.25
H4 -1.22698 0.94222 2.30199  0.14

Computed properties:
Relative energy (zero: lowest compared OMol25 entry of this formula, charge and spin): 171.44 kJ/mol
Molar mass: 116.145 g mol⁻¹
E_LUMO: 0.5989 eV
Energy: -19037.2715 eV
SMILES: O=c1cc[nH]n1S

(2)
Entry from the Open Molecules 2025 dataset: 2 unconnected molecules or ions with the total composition CH9N3 in a non-equilibrium geometry (ωB97M-V/def2-TZVPD).

Last column: Mulliken charge in e.
Atoms and positions in Å:
N1 2.29600 0.85178 -0.80500  -0.60
C1 1.13008 -0.02209 -0.67219  -0.37
N2 0.64990 -0.24589 0.67239  -0.68
H1 2.10345 1.72385 -0.33542  0.22
H2 3.05412 0.41557 -0.28948  0.27
H3 0.28735 0.39841 -1.27121  0.29
H4 1.35955 -0.96997 -1.11899  0.35
H5 -0.21690 -0.71955 0.64821  0.32
H6 0.44645 0.66678 1.16054  0.22
N3 -2.49061 -0.51854 0.59128  -0.72
H7 -2.64689 -0.30446 -0.40772  0.24
H8 -3.02284 0.13972 1.09780  0.22
H9 -2.94966 -1.41562 0.72978  0.23

Computed properties:
Relative energy (zero: lowest compared OMol25 entry of this formula, charge and spin): 14.31 kJ/mol
Molar mass: 63.104 g mol⁻¹
E_LUMO: 0.8771 eV
Energy: -5653.1025 eV
SMILES: NCN.N

(3)
Entry from the Open Molecules 2025 dataset: 3 unconnected molecules or ions with the total composition C15H30F3NO12S3 in a non-equilibrium geometry (ωB97M-V/def2-TZVPD).

Last column: Mulliken charge in e.
Atoms and positions in Å:
C1 0.81530 1.55168 -3.83343  -0.77
C2 -0.17481 0.48986 -3.33180  -0.61
N1 0.27238 -0.40816 -2.24694  -0.12
C3 1.57722 -0.98417 -2.30690  -0.33
O1 2.62423 -0.13908 -1.89538  0.04
C4 2.32881 0.71457 -0.79839  -0.71
C5 3.62906 0.94568 -0.05859  -0.68
C6 4.68620 1.57950 -0.96572  -0.75
C7 5.88303 0.70718 -1.25637  0.91
F1 6.96871 1.49535 -1.39308  -0.33
F2 6.17543 -0.14241 -0.30748  -0.29
F3 5.77656 0.07677 -2.40116  -0.24
C8 1.56536 -2.26334 -1.37792  -0.42
C9 2.92514 -2.57840 -0.77487  -1.75
O2 0.65102 -2.09548 -0.29692  -0.23
C10 -0.30095 -3.12939 -0.24180  -0.64
S1 2.10918 -1.66895 -3.94708  1.66
C11 3.22226 -0.53275 -4.78039  -1.10
O3 0.97042 -1.99744 -4.74870  -0.75
O4 2.90168 -2.84365 -3.72491  -0.75
H1 1.13710 1.30266 -4.83269  0.25
H2 0.26797 2.47878 -3.95003  0.38
H3 1.64127 1.77019 -3.17332  0.03
H4 -0.55892 -0.03441 -4.19771  0.31
H5 -1.03539 1.02136 -2.94138  0.58
H6 -0.36610 -1.19508 -2.27630  0.22
H7 1.98621 1.70122 -1.11041  0.41
H8 1.57705 0.32438 -0.12347  0.38
H9 3.97608 0.04891 0.43404  0.34
H10 3.40371 1.66192 0.72649  0.44
H11 5.07560 2.48276 -0.52388  0.45
H12 4.27274 1.85573 -1.92559  0.18
H13 1.23119 -3.11913 -1.95011  1.10
H14 2.99224 -2.10325 0.19421  0.32
H15 3.74883 -2.36134 -1.43617  0.21
H16 2.94477 -3.64727 -0.59480  0.50
H17 0.17269 -4.10901 -0.17775  0.33
H18 -0.92257 -3.04154 0.64339  0.04
H19 -0.94197 -3.16205 -1.12482  0.35
H20 2.94084 -0.44789 -5.81703  0.37
H21 4.20604 -0.97190 -4.74402  0.42
H22 3.28187 0.41934 -4.27785  0.25
O5 -4.75631 -1.56551 2.35654  -0.55
S2 -3.40779 -1.89486 2.64162  1.14
O6 -2.86926 -3.17749 2.38288  -0.57
O7 -3.11106 -1.50313 4.16653  -0.33
C12 -2.02405 -0.56813 4.23420  -0.34
C13 -2.09279 0.18642 2.92604  -0.10
O8 -2.45772 -0.80281 1.95406  -0.28
H23 -1.09139 -1.12911 4.32330  0.29
H24 -2.14062 0.08255 5.09703  0.33
H25 -1.14645 0.64843 2.65981  0.30
H26 -2.87918 0.94463 2.94851  0.09
O9 -4.06165 2.56525 5.76057  -0.53
S3 -4.93628 3.35253 4.97006  1.12
O10 -4.69887 4.72305 4.72127  -0.54
O11 -6.42399 3.16566 5.53306  -0.31
C14 -7.28464 2.66460 4.49987  -0.32
C15 -6.37425 1.85596 3.60024  -0.28
O12 -5.15386 2.61173 3.56243  -0.29
H27 -7.71736 3.51614 3.97114  0.29
H28 -8.07969 2.06448 4.93351  0.31
H29 -6.77340 1.73351 2.59772  0.31
H30 -6.15686 0.87436 4.02662  0.26

Computed properties:
Molar mass: 569.595 g mol⁻¹
E_LUMO: 0.3047 eV
Energy: -82756.5310 eV
SMILES: CCN[C@@](OCCCC(F)(F)F)([C@@H](C)OC)S(C)(=O)=O.O=S1(=O)OCCO1.O=S1(=O)OCCO1

(4)
Entry from the Open Molecules 2025 dataset: C3H4O2S2 in the gas phase in a non-equilibrium geometry (ωB97M-V/def2-TZVPD).

Last column: Mulliken charge in e.
Atoms and positions in Å:
O1 -2.27048 -1.34197 0.68124  -0.43
C1 -2.59922 -0.26843 0.29594  0.21
S1 -1.47037 0.75553 -0.61133  -0.13
C2 0.02578 -0.36388 -0.50426  -0.73
C3 1.26906 0.25875 0.11903  0.42
O2 1.23130 1.30650 0.93635  -0.46
S2 2.70222 -0.58666 -0.15672  -0.25
H1 -3.67110 0.19421 0.20302  0.26
H2 -0.20625 -1.30430 0.00962  0.36
H3 0.10676 -0.53892 -1.53850  0.40
H4 0.20065 1.47220 1.20960  0.35

Computed properties:
Relative energy (zero: lowest compared OMol25 entry of this formula, charge and spin): 108.11 kJ/mol
Molar mass: 136.197 g mol⁻¹
E_LUMO: 0.1559 eV
Energy: -28939.9328 eV
SMILES: O=CSCC(O)=S

(5)
Entry from the Open Molecules 2025 dataset: a gas-phase ion, C4H10NOS (charge -1) in a non-equilibrium geometry (ωB97M-V/def2-TZVPD).

Last column: Mulliken charge in e.
Atoms and positions in Å:
N1 0.64255 2.01161 0.39862  -0.67
C1 0.88802 0.59854 -0.10864  0.27
C2 2.29373 0.10522 -0.06505  -0.75
O1 3.24846 1.08948 -0.23768  -0.89
C3 -0.03769 -0.33863 0.71840  -0.59
C4 -1.49243 -0.07144 0.18710  -0.65
S1 -2.55816 -1.70062 -0.47432  -0.31
H1 1.31526 2.16706 1.10718  0.27
H2 0.87229 2.71923 -0.34474  0.28
H3 0.44021 0.63439 -1.14808  0.28
H4 2.53960 -0.60722 -0.97680  0.18
H5 2.52521 -0.48819 0.83767  0.19
H6 0.35615 -1.38788 0.61180  0.40
H7 -0.27414 0.09004 1.72510  0.17
H8 -1.51643 0.40464 -0.78423  0.27
H9 -2.14443 0.50311 0.88360  0.45
H10 -3.57852 -1.38457 0.39775  0.11

Computed properties:
Relative energy (zero: lowest compared OMol25 entry of this formula, charge and spin): 376.79 kJ/mol
Molar mass: 120.197 g mol⁻¹
E_LUMO: 3.0069 eV
Net charge: -1
Energy: -18681.1908 eV
SMILES: N[C@@H](C[O-])CCS

(6)
Entry from the Open Molecules 2025 dataset: a molecular structure, C7H10O (ωB97M-V/def2-TZVPD).

Last column: Mulliken charge in e.
Atoms and positions in Å:
C1 -0.31738 0.92986 -0.18354  0.18
C2 0.75493 0.38490 0.51923  -0.05
C3 -1.07857 2.13325 0.31406  -1.30
C4 1.98054 -0.19844 -0.09521  -1.34
C5 -1.39556 -0.58830 0.43954  0.51
C6 -0.61108 -1.64408 0.10461  0.08
C7 -0.31055 -2.55046 -0.79327  -0.76
O1 -2.28843 -0.26928 1.16619  -0.55
H1 -0.27609 0.82634 -1.26512  0.31
H2 0.78224 0.54921 1.59247  0.29
H3 -2.11999 2.08989 -0.00507  0.34
H4 -1.07447 2.17783 1.40233  0.31
H5 -0.63335 3.04761 -0.08548  0.39
H6 2.76477 0.57013 -0.09951  0.39
H7 1.80579 -0.50973 -1.12383  0.36
H8 2.35668 -1.04845 0.47451  0.35
H9 -0.84331 -2.65130 -1.73607  0.24
H10 0.50384 -3.24898 -0.62583  0.27

Computed properties:
Relative energy (zero: lowest compared OMol25 entry of this formula, charge and spin): 380.93 kJ/mol
Molar mass: 110.156 g mol⁻¹
E_LUMO (alpha / beta): 0.1895 / 0.1896 eV
Energy: -9464.6124 eV

(7)
Entry from the Open Molecules 2025 dataset: C4H6N2O2 in the gas phase in a non-equilibrium geometry (ωB97M-V/def2-TZVPD).

Last column: Mulliken charge in e.
Atoms and positions in Å:
N1 1.26407 -1.12066 0.38842  -0.62
C1 0.07391 -1.84586 0.53466  -0.08
C2 -1.12326 -1.06632 0.40116  -0.60
C3 -1.09660 0.44129 0.16540  0.67
O1 -1.90154 1.25052 0.60957  -0.55
N2 0.02225 0.90603 -0.53102  -0.31
C4 0.24527 2.15986 -1.06812  0.06
O2 -0.52976 3.12069 -1.00700  -0.49
H1 1.06309 -0.11822 0.81493  0.35
H2 2.06857 -1.67010 0.94364  0.29
H3 0.15455 -2.92973 0.59369  0.41
H4 -2.21367 -1.43093 0.61415  0.27
H5 0.59790 0.31738 -1.00117  0.39
H6 1.37520 1.98606 -1.45833  0.21

Computed properties:
Relative energy (zero: lowest compared OMol25 entry of this formula, charge and spin): 257.54 kJ/mol
Molar mass: 114.104 g mol⁻¹
E_LUMO: 0.0322 eV
Energy: -11318.3727 eV
SMILES: N/C=C\C(=O)NC=O

(8)
Entry from the Open Molecules 2025 dataset: a molecular structure, C20H25N2O2S in a non-equilibrium geometry (ωB97M-V/def2-TZVPD).

Last column: Mulliken charge in e.
Atoms and positions in Å:
C1 -2.51787 -1.34530 3.22447  -0.64
C2 -3.38353 -0.31505 2.51508  -0.70
C3 -2.46779 0.81034 2.02551  -0.31
N1 -1.08589 0.32187 2.22620  0.26
C4 -0.02921 1.03669 1.85909  0.60
C5 1.26807 0.35405 2.03410  -0.07
C6 1.66535 -0.91468 1.46499  -0.20
C7 2.89831 -1.49586 1.79908  -0.84
C8 3.77663 -0.85728 2.66383  -0.52
C9 3.40157 0.34394 3.25034  -0.73
C10 2.15588 0.91884 2.97264  -0.22
C11 -1.05930 -1.02509 2.88937  -0.50
H1 -2.65970 -1.31537 4.30230  0.32
H2 -2.76642 -2.36775 2.94258  0.33
H3 -3.90126 -0.76862 1.66640  0.31
H4 -4.16343 0.07038 3.17197  0.35
H5 -2.66020 1.04832 0.95733  0.25
H6 -2.60599 1.73225 2.62925  0.08
H7 -0.25610 1.57823 0.70626  -0.83
H8 1.01072 -1.41490 0.74221  0.54
H9 3.18802 -2.42593 1.33442  0.43
H10 4.75093 -1.28561 2.88814  0.41
H11 4.07340 0.88709 3.89337  0.47
H12 1.82904 1.85505 3.43973  0.44
H13 -0.44456 -1.00863 3.78161  0.32
H14 -0.66409 -1.80208 2.23498  0.24
C12 1.30044 1.56885 -1.09487  -1.11
S1 1.02696 3.21022 -0.34590  0.43
C13 -0.14237 3.87596 -1.59080  -1.05
C14 -0.08297 2.88866 1.03843  0.32
C15 0.37238 3.62487 2.27354  0.03
C16 -0.59326 4.06360 3.21860  -0.55
C17 -0.17175 4.64507 4.40569  -0.59
C18 1.20691 4.79623 4.62939  -0.28
N2 1.70977 4.74981 5.95611  0.93
O1 2.95019 4.68808 6.12403  -0.58
O2 0.90036 4.73163 6.90907  -0.58
C19 2.10376 4.72392 3.55390  -0.54
C20 1.67580 4.17395 2.35628  -0.34
H15 2.12671 1.08902 -0.55848  0.26
H16 0.39623 0.94866 -1.07014  0.38
H17 1.59001 1.77866 -2.13281  0.61
H18 -0.13387 4.96803 -1.49890  0.38
H19 0.21269 3.59031 -2.58710  0.43
H20 -1.15191 3.48653 -1.42263  0.36
H21 -1.04797 3.31202 0.71370  1.10
H22 -1.65835 3.85852 3.04827  0.32
H23 -0.86484 4.86977 5.20120  0.49
H24 3.13098 5.01095 3.70954  0.48
H25 2.39881 4.09429 1.53771  0.33

Computed properties:
Relative energy (zero: lowest compared OMol25 entry of this formula, charge and spin): 507.85 kJ/mol
Molar mass: 357.499 g mol⁻¹
E_LUMO: -4.1249 eV
Net charge: +1
Energy: -39039.6945 eV